Record 1
{"formula": "C4H7IN", "method": "ωB97M-V/def2-TZVPD", "smiles": "CC1=C(I)[C@@H]1[NH3+]", "total_charge": 1, "homo_energy_ev": -13.32, "species": ["C", "C", "C", "I", "C", "N", "H", "H", "H", "H", "H", "H", "H"], "xyz": [[-0.7964, -1.8902, 0.0985], [0.0520, -0.7743, -0.1939], [1.2500, -0.2031, -0.2400], [3.3144, 0.0720, 0.0366], [0.1436, 0.7031, -0.6248], [-0.1552, 1.6764, 0.4179], [-1.3838, -2.0376, -0.8304], [-1.4946, -1.9083, 0.9463], [-0.1001, -2.7213, 0.0607], [-0.0884, 1.1492, -1.6709], [0.1615, 1.2674, 1.3143], [-1.1836, 2.0772, 0.5663], [0.2805, 2.5894, 0.1193]], "forces_ev_per_a": [[-0.7, -1.4, -1.7], [2.4, 3.3, 0.2], [-0.6, -0.1, -0.3], [-1.1, -0.4, -0.1], [-0.7, -1.7, -2.0], [-2.5, 3.6, 0.7], [-0.2, 0.0, 0.5], [0.6, 0.3, -0.1], [-0.2, -0.6, 0.7], [0.5, -1.0, 1.8], [0.1, 0.8, -0.3], [2.1, -1.8, -0.5], [0.4, -1.0, 1.1]]}

=====

Record 2
{"formula": "C44H43NO2SiTc", "method": "ωB97M-V/def2-TZVPD", "multiplicity": 4, "total_charge": 0, "homo_energy_ev": [-7.45, -8.09], "species": ["Tc", "C", "O", "C", "C", "O", "C", "H", "H", "H", "H", "H", "H", "H", "H", "H", "H", "C", "C", "C", "C", "C", "C", "C", "H", "H", "H", "H", "H", "H", "H", "N", "C", "C", "C", "C", "C", "C", "C", "H", "H", "H", "H", "C", "C", "C", "C", "C", "C", "C", "C", "C", "C", "C", "C", "C", "C", "H", "H", "H", "H", "H", "H", "H", "H", "H", "H", "H", "C", "C", "C", "C", "C", "C", "Si", "C", "C", "C", "C", "C", "C", "H", "H", "H", "H", "H", "H", "H", "H", "H", "H", "H"], "xyz": [[-0.0272, 0.1461, 0.2613], [-1.7597, 3.3134, 1.9310], [-0.5122, 2.6635, 1.7241], [0.4858, 3.1433, 2.5905], [1.8283, 2.7009, 2.0812], [1.7751, 1.3472, 1.6271], [3.1105, 0.8148, 1.5374], [-1.6477, 4.3947, 1.8155], [-2.1483, 3.0973, 2.9314], [-2.4603, 2.9426, 1.1908], [0.3153, 2.7782, 3.6099], [0.4818, 4.2377, 2.6302], [2.5390, 2.7684, 2.9091], [2.1843, 3.3383, 1.2706], [3.5618, 0.7979, 2.5312], [3.7137, 1.4259, 0.8631], [3.0510, -0.1969, 1.1661], [-0.7263, -1.2726, -1.1663], [-1.6182, -2.3864, -0.6823], [-1.0882, -3.5730, -0.1750], [-1.9153, -4.6043, 0.2527], [-3.2977, -4.4733, 0.1781], [-3.8394, -3.3101, -0.3544], [-3.0063, -2.2841, -0.7836], [-1.2338, -0.6959, -1.9386], [0.1924, -1.6837, -1.5972], [-0.0122, -3.6966, -0.1298], [-1.4764, -5.5176, 0.6386], [-3.9440, -5.2759, 0.5156], [-4.9154, -3.1979, -0.4385], [-3.4433, -1.3834, -1.2079], [-7.3220, 1.6443, 0.5314], [-6.1923, 1.4309, 0.4802], [-4.7668, 1.1621, 0.4158], [-4.0284, 1.5770, -0.6905], [-2.6728, 1.3059, -0.7534], [-2.0305, 0.6162, 0.2758], [-2.7804, 0.1960, 1.3731], [-4.1389, 0.4728, 1.4491], [-4.5191, 2.1089, -1.4956], [-2.1220, 1.6325, -1.6290], [-2.3246, -0.3660, 2.1775], [-4.7160, 0.1403, 2.3040], [3.6493, -3.9183, -1.7880], [3.3600, -4.7089, -0.6834], [2.6933, -4.1639, 0.4042], [2.2851, -2.8263, 0.4142], [2.6162, -2.0396, -0.6895], [3.2839, -2.5789, -1.7819], [1.4958, -2.3656, 1.5787], [0.5649, -1.4054, 1.6739], [-0.1838, -1.3988, 2.9772], [-0.3159, -0.2605, 3.7711], [-1.0420, -0.2829, 4.9558], [-1.6761, -1.4491, 5.3683], [-1.5711, -2.5896, 4.5823], [-0.8347, -2.5635, 3.4032], [4.1663, -4.3383, -2.6422], [3.6556, -5.7517, -0.6686], [2.4634, -4.7862, 1.2637], [2.3764, -0.9812, -0.6895], [3.5279, -1.9557, -2.6333], [1.6555, -2.9857, 2.4635], [0.1609, 0.6491, 3.4525], [-1.1206, 0.6178, 5.5554], [-2.2469, -1.4677, 6.2887], [-2.0741, -3.5033, 4.8805], [-0.7907, -3.4451, 2.7727], [-1.0611, 2.0078, -5.8538], [-1.3328, 3.0531, -4.9809], [-0.9034, 2.9881, -3.6575], [-0.1926, 1.8804, -3.1809], [0.0452, 0.8255, -4.0741], [-0.3756, 0.8882, -5.3965], [0.5395, 1.9155, -1.4404], [2.4106, 2.1268, -1.6618], [3.2217, 1.1311, -2.2168], [4.5999, 1.2827, -2.3219], [5.2047, 2.4527, -1.8771], [4.4189, 3.4731, -1.3556], [3.0407, 3.3086, -1.2510], [-1.3828, 2.0633, -6.8872], [-1.8784, 3.9227, -5.3289], [-1.1190, 3.8164, -2.9882], [0.5576, -0.0724, -3.7316], [-0.1751, 0.0614, -6.0687], [0.1668, 3.2845, -0.9781], [2.7652, 0.2190, -2.5942], [5.2014, 0.4899, -2.7520], [6.2796, 2.5734, -1.9501], [4.8788, 4.4001, -1.0339], [2.4379, 4.1278, -0.8687]], "forces_ev_per_a": [[-0.5, -0.4, 0.4], [0.1, 0.0, 0.1], [-0.1, 0.2, -0.1], [-0.2, -0.1, 0.0], [0.1, -0.2, -0.1], [0.3, -0.1, 0.0], [-0.2, 0.2, 0.0], [0.0, 0.0, 0.0], [0.0, 0.0, 0.0], [0.0, 0.0, 0.0], [-0.1, 0.0, 0.0], [0.0, 0.1, 0.0], [0.1, 0.0, 0.0], [0.0, 0.0, -0.1], [0.0, 0.0, 0.0], [0.0, 0.0, 0.0], [-0.1, -0.1, 0.0], [0.1, 0.0, 0.2], [0.1, 0.1, -0.1], [0.0, -0.1, 0.0], [0.0, 0.1, 0.0], [0.0, 0.0, 0.0], [0.0, 0.0, 0.0], [-0.1, 0.1, 0.0], [0.0, 0.0, -0.1], [0.0, 0.0, 0.0], [-0.1, 0.0, 0.0], [0.0, 0.0, 0.0], [0.0, 0.1, 0.0], [0.1, 0.0, 0.0], [0.0, -0.1, 0.1], [0.2, 0.0, 0.0], [0.3, 0.0, 0.0], [-0.4, 0.0, 0.1], [-0.1, 0.1, -0.1], [-0.1, 0.0, -0.1], [0.3, 0.0, -0.1], [-0.1, 0.0, 0.0], [0.0, -0.1, 0.1], [0.0, 0.0, 0.0], [-0.1, -0.1, 0.1], [0.0, 0.0, 0.0], [0.0, 0.0, 0.0], [0.0, 0.0, 0.0], [0.0, 0.0, 0.1], [0.1, -0.1, 0.0], [0.0, 0.1, 0.2], [0.0, 0.0, 0.0], [0.0, 0.0, 0.1], [0.2, -0.2, -0.1], [-0.1, 0.1, 0.3], [0.0, -0.1, -0.3], [0.0, 0.0, 0.1], [0.0, 0.0, -0.1], [0.1, 0.0, -0.1], [0.0, 0.0, -0.1], [-0.1, 0.0, 0.0], [0.0, 0.0, 0.0], [0.0, 0.1, 0.0], [0.0, 0.0, -0.1], [-0.1, 0.0, -0.1], [0.0, 0.0, 0.0], [0.0, -0.1, -0.1], [0.1, 0.2, -0.1], [0.0, 0.0, 0.0], [0.0, 0.0, 0.0], [0.0, 0.1, 0.0], [0.0, 0.0, 0.1], [0.0, 0.0, 0.0], [0.0, -0.1, 0.1], [0.0, -0.1, -0.2], [0.0, -0.1, -0.2], [-0.1, 0.0, 0.1], [0.0, 0.0, 0.1], [0.2, 0.4, -0.3], [0.2, 0.0, 0.0], [0.0, 0.0, 0.0], [-0.1, 0.0, 0.0], [-0.1, 0.0, 0.0], [-0.1, -0.1, 0.0], [0.0, -0.1, -0.1], [0.0, 0.0, 0.0], [0.0, 0.0, 0.0], [0.1, 0.0, -0.1], [0.0, 0.1, 0.0], [0.0, 0.0, 0.0], [-0.1, 0.0, 0.1], [0.0, 0.0, 0.1], [0.0, 0.0, 0.0], [-0.1, 0.0, 0.0], [0.0, 0.0, 0.0], [0.0, -0.1, 0.0]]}

=====

Record 3
{"formula": "C11H7N2O6Os", "method": "ωB97M-V/def2-TZVPD", "multiplicity": 5, "total_charge": 3, "homo_energy_ev": [-19.42, -21.06], "species": ["O", "C", "Os", "C", "O", "C", "O", "C", "O", "C", "O", "H", "N", "C", "O", "C", "C", "C", "N", "C", "C", "H", "H", "H", "H", "H", "H"], "xyz": [[1.7436, -1.7797, 2.4122], [1.6907, -1.9055, 1.2584], [3.0094, -0.5018, -0.8343], [2.2250, 0.8719, -1.8394], [1.7351, 1.7243, -2.4569], [4.7533, 0.0161, -1.5753], [5.7810, 0.3654, -2.0040], [2.3654, -1.9496, -1.9200], [1.8976, -2.7653, -2.5913], [3.2475, 0.5260, 0.8012], [3.3727, 1.1890, 1.7595], [1.0692, -2.5179, 0.5248], [-4.7463, 0.1779, 0.7576], [-3.7840, 1.1522, 0.8013], [-4.0517, 2.3180, 1.0202], [-2.3729, 0.7025, 0.5162], [-2.0253, -0.6005, 0.1210], [-0.6914, -0.8988, -0.1654], [0.3029, -0.0069, -0.0316], [-0.0204, 1.2458, 0.3308], [-1.3357, 1.6409, 0.6037], [-5.6818, 0.4537, 1.0073], [-4.5425, -0.8119, 0.7319], [-2.7562, -1.4000, 0.0206], [-0.4454, -1.9023, -0.5176], [0.7879, 1.9775, 0.3989], [-1.5280, 2.6787, 0.8703]], "forces_ev_per_a": [[0.2, 0.0, -2.7], [-0.2, -0.6, 1.3], [-0.1, -2.6, 4.6], [-3.8, 5.5, -4.4], [2.0, -3.1, 2.2], [6.7, 1.7, -2.6], [-5.0, -1.6, 2.0], [-1.9, -4.0, -4.9], [1.5, 2.5, 2.6], [1.6, 4.8, 5.4], [-0.8, -3.4, -4.4], [0.7, 0.4, 1.0], [1.4, 2.5, 0.3], [-1.2, -5.8, -0.9], [-0.3, 2.4, 0.5], [1.7, 0.5, -0.2], [-0.4, 0.1, 0.0], [-0.5, 0.4, 0.2], [-0.9, 0.5, -0.1], [-0.2, -0.2, 0.1], [-0.1, 0.0, 0.0], [-0.5, 0.0, 0.0], [0.2, 0.1, 0.1], [0.2, 0.1, -0.1], [-0.1, 0.3, 0.0], [-0.3, -0.2, 0.0], [0.1, -0.2, 0.0]]}

=====

Record 4
{"formula": "C14H44O8", "method": "ωB97M-V/def2-TZVPD", "smiles": "CC(C)O.CC(C)O.CC(C)O.CO.CO.CO.CO.CO", "total_charge": 0, "homo_energy_ev": -9.49, "species": ["C", "C", "C", "O", "H", "H", "H", "H", "H", "H", "H", "H", "C", "C", "C", "O", "H", "H", "H", "H", "H", "H", "H", "H", "C", "C", "C", "O", "H", "H", "H", "H", "H", "H", "H", "H", "C", "O", "H", "H", "H", "H", "C", "O", "H", "H", "H", "H", "C", "O", "H", "H", "H", "H", "C", "O", "H", "H", "H", "H", "C", "O", "H", "H", "H", "H"], "xyz": [[-2.3502, 3.0827, 5.4803], [-1.5194, 2.1058, 4.6427], [-1.5529, 2.5559, 3.1905], [-0.1538, 2.0708, 5.0908], [-3.2905, 3.3722, 5.0111], [-1.7255, 3.9747, 5.4359], [-2.6354, 2.7508, 6.4786], [-2.0352, 1.1462, 4.6795], [-1.2288, 3.5965, 3.2050], [-2.5253, 2.4925, 2.7020], [-0.9098, 1.9486, 2.5536], [0.2761, 1.5682, 4.3950], [-4.4917, -2.2283, 1.1830], [-3.2457, -2.8977, 0.9101], [-2.8947, -2.8123, -0.5869], [-2.1634, -2.2811, 1.6440], [-4.7108, -2.1017, 2.2432], [-5.3252, -2.7687, 0.7342], [-4.5990, -1.2193, 0.7848], [-3.3477, -3.9469, 1.1873], [-2.7241, -1.8260, -1.0186], [-3.6255, -3.2982, -1.2334], [-2.0001, -3.4230, -0.7088], [-1.3687, -2.7996, 1.4986], [3.1997, -2.0713, -0.1228], [4.1969, -1.9567, -1.2155], [3.9846, -0.8363, -2.2065], [5.4496, -1.7483, -0.5621], [3.3981, -2.9384, 0.5071], [2.1630, -2.1119, -0.4572], [3.3994, -1.2930, 0.6138], [4.3767, -2.8701, -1.7824], [4.1099, 0.0209, -1.5449], [2.9472, -0.8090, -2.5398], [4.7478, -0.7376, -2.9785], [6.1627, -1.5197, -1.1627], [1.6578, 3.5642, 0.6392], [2.2375, 2.2840, 0.6344], [1.5506, 4.0232, -0.3436], [0.6511, 3.6410, 1.0500], [2.2926, 4.1481, 1.3057], [1.9202, 1.8432, -0.1572], [0.3510, -0.5331, 2.3449], [0.9760, 0.6400, 2.6740], [0.6425, -0.9592, 1.3849], [0.5894, -1.2933, 3.0888], [-0.7011, -0.2624, 2.2569], [1.3136, 1.1078, 1.9066], [0.0121, 0.5859, -0.9409], [1.3895, 0.5279, -1.2272], [-0.4361, 1.1199, -1.7788], [-0.3286, -0.4463, -0.8590], [-0.2031, 1.0900, 0.0013], [1.4764, 0.3242, -2.1614], [1.8044, 0.5705, -5.2740], [1.0169, 0.3466, -4.1405], [1.7232, -0.2659, -5.9682], [1.5070, 1.5516, -5.6443], [2.8008, 0.7997, -4.8962], [0.0893, 0.2001, -4.3396], [-2.0255, -1.1139, -4.0859], [-1.5820, -0.0601, -4.8788], [-1.2531, -1.8760, -3.9821], [-2.2274, -0.7992, -3.0621], [-2.9243, -1.4977, -4.5687], [-2.3090, 0.5485, -5.0292]], "forces_ev_per_a": [[0.6, 0.3, -0.4], [-1.0, 0.0, -0.3], [0.0, 0.2, -0.3], [-1.4, 0.0, 0.1], [0.0, -0.3, -0.4], [-0.2, 0.3, 0.8], [0.6, 0.0, 0.1], [0.4, -0.6, 0.3], [0.1, 0.1, -0.5], [-0.3, 0.1, 0.4], [0.3, 0.2, 0.2], [0.7, -0.2, -0.2], [-2.5, 1.5, 0.9], [2.1, 0.1, -1.3], [0.2, -1.2, -0.1], [-0.8, -0.2, 0.1], [0.1, -0.3, 0.1], [0.0, -0.2, 0.1], [0.5, 0.1, -0.2], [0.2, -0.2, 0.1], [0.0, 0.2, 0.6], [-0.3, -0.1, 0.2], [0.3, 0.2, -0.3], [0.1, -0.1, 0.0], [-0.2, -0.4, 1.1], [1.9, -0.6, -1.5], [-0.5, 0.9, 1.4], [0.4, 0.2, 1.0], [0.0, -0.5, -0.4], [0.1, 0.2, 0.0], [-0.5, 0.6, -0.4], [-0.8, -0.5, 0.0], [-0.1, 0.6, -0.3], [0.4, -0.2, -0.6], [-0.2, -0.4, -0.2], [-0.2, -0.1, -0.3], [0.1, 0.8, 0.7], [-0.5, 0.0, 0.1], [0.6, 0.0, -0.2], [-0.3, -0.6, 0.3], [-0.1, 0.4, -0.3], [0.3, -0.7, -0.5], [-1.0, -0.6, -0.6], [1.4, 1.2, 0.9], [0.3, 0.1, -0.2], [-0.5, 0.0, 0.2], [-0.5, -1.0, 0.2], [0.5, 0.3, -0.3], [-0.1, -0.5, -0.7], [0.6, 0.3, 0.8], [-0.7, 0.0, 0.2], [-0.6, 0.0, 0.0], [0.3, 0.1, -0.1], [0.0, 0.2, -0.5], [-0.2, 1.1, 0.5], [0.2, -0.6, 1.8], [0.4, 0.3, -0.3], [-0.2, -0.2, -1.0], [0.3, -0.8, -0.2], [-0.3, 0.2, -0.6], [-0.7, -0.7, 0.6], [0.8, 0.9, -0.6], [0.0, 0.0, -0.5], [-0.3, 0.1, 0.1], [0.0, -0.6, 0.4], [0.1, 0.1, 0.0]]}

=====

Record 5
{"formula": "C12H38BCl4HgO12P2", "method": "ωB97M-V/def2-TZVPD", "total_charge": 1, "homo_energy_ev": -11.85, "species": ["Hg", "B", "H", "H", "H", "H", "C", "O", "P", "O", "O", "C", "O", "C", "H", "H", "H", "H", "H", "H", "H", "H", "H", "C", "O", "P", "O", "O", "C", "O", "C", "H", "H", "H", "H", "H", "H", "H", "H", "H", "C", "C", "O", "O", "H", "H", "H", "H", "H", "H", "C", "C", "O", "O", "H", "H", "H", "H", "H", "H", "C", "Cl", "Cl", "H", "H", "C", "Cl", "Cl", "H", "H"], "xyz": [[16.1685, -10.7725, -12.0555], [16.5918, -13.2123, -11.5748], [16.5530, -14.2874, -11.6579], [15.7513, -12.7410, -11.0893], [17.4345, -13.0091, -10.9322], [16.7074, -12.8162, -12.5717], [10.7411, -12.9960, -13.5742], [11.7859, -12.1705, -13.3604], [13.3442, -12.5105, -13.7420], [14.3303, -11.6490, -13.1217], [13.4938, -14.0421, -13.2716], [13.6711, -14.3524, -11.9372], [13.2303, -12.5197, -15.3936], [13.4620, -11.3752, -16.1431], [10.4189, -12.6616, -14.5603], [9.9812, -12.8105, -12.8150], [10.9763, -14.0598, -13.6090], [12.8582, -15.0126, -11.6349], [13.6942, -13.5365, -11.2148], [14.5971, -14.9147, -11.8165], [14.2327, -10.6898, -15.7906], [12.5081, -10.8514, -16.0801], [13.7131, -11.6612, -17.1646], [19.8019, -12.5937, -14.3599], [19.1355, -11.9039, -15.4066], [17.6130, -11.2402, -15.3445], [17.3193, -10.6151, -14.0283], [17.6170, -10.2473, -16.6077], [16.9392, -9.0650, -16.6311], [16.6048, -12.4810, -15.7708], [16.7033, -13.0193, -17.0828], [19.8219, -13.6615, -14.5781], [19.3062, -12.4746, -13.3965], [20.8197, -12.3181, -14.0837], [17.2009, -8.4754, -15.7525], [15.8542, -9.1692, -16.6397], [17.3367, -8.4794, -17.4601], [16.7905, -14.0526, -16.7469], [17.6682, -12.7541, -17.5149], [15.8700, -12.8562, -17.7663], [20.7205, -15.5548, -10.9502], [19.5812, -15.8358, -11.8302], [18.3744, -15.7641, -11.0002], [20.9831, -14.1191, -11.0656], [21.6678, -16.0113, -11.2370], [20.5731, -15.7681, -9.8915], [19.6475, -16.8325, -12.2664], [19.3368, -15.2046, -12.6846], [17.8409, -15.0701, -11.3943], [20.8661, -13.7823, -10.1742], [17.7177, -9.7863, -9.5531], [16.5618, -10.6922, -8.9409], [15.3895, -10.7899, -9.7256], [18.1208, -10.2304, -10.8051], [18.5736, -9.9964, -8.9116], [17.3804, -8.7520, -9.4868], [16.3066, -10.2797, -7.9648], [17.0128, -11.6777, -8.8248], [14.7031, -10.6996, -9.0605], [18.9978, -9.8608, -10.9311], [15.9291, -14.9365, -8.5477], [16.0821, -16.7195, -8.2175], [16.3266, -14.0508, -7.0983], [16.5559, -14.7102, -9.4103], [14.8652, -14.7083, -8.6113], [16.4444, -17.3489, -12.6450], [15.3487, -17.6502, -14.0033], [17.2768, -18.8823, -12.1605], [17.2574, -16.7219, -13.0112], [15.8044, -16.8456, -11.9203]], "forces_ev_per_a": [[0.1, -1.6, -0.3], [0.6, 0.7, 0.6], [-1.1, -3.5, -0.6], [-3.6, 1.1, 2.0], [3.5, 1.0, 2.1], [0.9, 1.4, -4.3], [-2.3, -1.1, -1.5], [5.5, 2.1, 1.5], [-3.8, -2.6, -1.7], [0.4, 1.8, 0.2], [-0.1, 2.2, -3.1], [0.0, -1.5, 2.2], [1.4, -2.1, 3.7], [-0.7, 1.5, -0.6], [-1.0, -0.7, -0.1], [0.0, 0.0, -0.1], [0.2, 0.0, 0.1], [-0.2, 0.0, -0.1], [0.0, 0.4, -0.5], [-0.1, 0.2, -0.1], [0.2, -0.3, 0.4], [0.1, 0.5, -0.7], [-0.2, -0.1, 0.1], [-0.4, -1.1, 1.7], [-2.2, 2.0, -0.8], [1.6, -2.5, -1.3], [-0.3, 0.1, -0.5], [1.4, -3.6, 1.3], [-0.5, 2.8, 0.6], [0.7, 3.8, 1.9], [1.3, -1.7, 0.3], [-0.1, 0.1, -0.2], [-0.5, 0.0, 0.0], [0.1, 0.7, -1.1], [-0.1, 0.1, 0.2], [0.0, -0.1, -0.4], [-0.5, -0.2, -0.2], [-0.3, -0.5, -1.3], [-0.2, 0.1, -0.4], [-0.1, 0.3, 0.5], [2.0, 2.1, -0.3], [-2.6, -1.5, 0.4], [0.7, -0.3, -0.5], [-0.1, -0.1, 0.6], [-0.2, -0.4, -0.3], [-0.5, -0.5, -0.3], [0.0, -0.4, 0.2], [1.1, 0.6, 0.1], [-0.1, 0.2, 0.2], [0.1, 0.3, -0.1], [-1.6, -1.0, 2.7], [2.5, 0.3, -0.2], [0.1, 0.7, 0.0], [-0.5, 0.1, -1.1], [-0.2, 0.5, 0.6], [0.3, 0.2, -0.4], [0.2, 0.0, 0.0], [-0.3, -0.2, 0.1], [-0.8, 0.1, -0.6], [0.1, -0.1, -0.8], [-0.7, -1.3, 0.4], [-0.1, 0.8, -0.4], [0.8, 0.6, 0.5], [-0.2, 0.2, 0.3], [0.2, -0.3, -0.9], [0.5, -0.4, -0.7], [-0.1, -0.1, -0.3], [-0.7, 0.9, 0.2], [-0.4, 0.0, 0.2], [0.7, -0.6, 0.5]]}

=====

Record 6
{"formula": "C2H2O2P2", "method": "ωB97M-V/def2-TZVPD", "smiles": "O=C1PC(=O)P1", "total_charge": 0, "homo_energy_ev": -9.09, "species": ["O", "C", "P", "C", "O", "P", "H", "H"], "xyz": [[2.2041, -0.0822, -0.1437], [1.1130, -0.0157, 0.3398], [0.0107, -1.4666, 0.5919], [-1.2549, -0.0418, 0.2330], [-2.3819, -0.0709, -0.1365], [0.0087, 1.4914, 0.5960], [0.1300, -1.7537, -0.8273], [0.1702, 1.9396, -0.6531]], "forces_ev_per_a": [[0.3, 0.3, 0.3], [0.8, 0.4, -0.6], [-1.0, -0.1, -0.7], [0.4, 0.4, 0.0], [0.5, 0.1, 0.2], [-0.9, -1.7, 1.8], [-0.2, -0.1, 0.8], [0.1, 0.6, -1.9]]}